(1)
{
  "formula": "C6H24F18O30S6Zn",
  "method": "ωB97M-V/def2-TZVPD",
  "symbols": ["Zn", "C", "F", "F", "F", "S", "O", "O", "O", "C", "F", "F", "F", "S", "O", "O", "O", "C", "F", "F", "F", "S", "O", "O", "O", "C", "F", "F", "F", "S", "O", "O", "O", "C", "F", "F", "F", "S", "O", "O", "O", "C", "F", "F", "F", "S", "O", "O", "O", "O", "H", "H", "O", "H", "H", "O", "H", "H", "O", "H", "H", "O", "H", "H", "O", "H", "H", "O", "H", "H", "O", "H", "H", "O", "H", "H", "O", "H", "H", "O", "H", "H", "O", "H", "H"],
  "xyz": [[3.312583, -0.323944, 2.062699], [3.943505, -4.139475, -2.826858], [3.594643, -5.383510, -2.978877], [5.230168, -3.998174, -2.429916], [3.780157, -3.524916, -3.976667], [2.689772, -3.450633, -1.519824], [2.979178, -2.003247, -1.444854], [1.325201, -3.724747, -2.011246], [3.024471, -4.136130, -0.283239], [0.562740, -2.869301, 4.983379], [-0.547410, -2.227520, 5.247462], [0.753494, -3.773247, 5.929624], [0.589683, -3.481593, 3.822938], [2.019785, -1.609348, 4.994566], [1.434127, -0.561032, 5.822718], [3.272594, -2.253147, 5.499158], [2.276287, -1.258063, 3.553018], [-0.277305, -0.030874, -0.653526], [0.355009, -0.769294, -1.587572], [0.282601, 1.178809, -0.789075], [-1.556666, 0.084045, -0.830941], [0.155002, -0.617236, 1.070907], [1.599636, -0.497890, 1.155899], [-0.572355, 0.147770, 2.029214], [-0.186458, -2.082629, 1.046871], [-4.401894, 0.907802, 1.473136], [-3.728729, 1.463017, 0.491497], [-5.496065, 0.406497, 0.846552], [-3.630474, -0.027482, 2.095908], [-4.910639, 2.251141, 2.805573], [-3.686757, 2.624782, 3.505816], [-5.534150, 3.323489, 2.092749], [-5.832847, 1.555404, 3.701903], [-3.181673, 4.936819, -1.835947], [-1.827123, 5.223435, -1.835250], [-3.674516, 4.893266, -0.640467], [-3.910699, 5.852552, -2.480004], [-3.496723, 3.228829, -2.672937], [-3.352239, 3.425624, -4.117866], [-2.503629, 2.288813, -2.101260], [-4.842422, 2.819549, -2.250371], [1.299261, 3.870204, -3.427660], [0.869220, 3.165078, -2.393708], [0.989283, 5.106526, -3.127735], [2.616537, 3.860923, -3.532325], [0.435655, 3.328932, -5.095444], [0.420175, 1.869541, -4.994929], [-0.937889, 3.869828, -5.262760], [1.334445, 3.761629, -6.236347], [-1.454251, 2.740452, 0.482905], [-0.710933, 2.601761, -0.104015], [-2.197352, 2.345925, 0.026429], [-1.613516, 0.755813, 4.367125], [-2.070010, -0.023407, 4.684402], [-1.220388, 0.482797, 3.538186], [0.644033, -4.843034, 1.370337], [1.354127, -4.547072, 0.800770], [0.253170, -4.036168, 1.705632], [3.232788, -0.015326, -3.024926], [2.356981, 0.057799, -3.404178], [3.130720, -0.635656, -2.303117], [4.060889, 0.425018, 0.155492], [4.744690, 0.997886, -0.191599], [3.548202, 0.171047, -0.611890], [-1.769361, 0.232502, -3.844581], [-2.048447, 0.543975, -2.983572], [-1.216168, 0.935012, -4.186195], [-1.660450, -3.945034, -0.980335], [-1.990679, -4.835792, -1.097546], [-0.710518, -4.047041, -0.921602], [2.820766, 1.488392, 2.669703], [3.019694, 2.355194, 2.315714], [2.451466, 1.661751, 3.535608], [3.859913, -2.188553, 1.332412], [4.725505, -2.336673, 0.951564], [3.341552, -2.942293, 1.050617], [-0.408464, -2.332901, -3.962088], [0.007182, -2.758577, -3.212244], [0.295207, -1.831279, -4.373734], [-2.495965, -3.157598, 2.319010], [-2.004282, -2.608078, 2.929333], [-1.946851, -3.197293, 1.535983], [-0.687189, 3.086897, 3.112323], [0.028734, 3.703975, 3.263672], [-0.727351, 2.994707, 2.160420]],
  "atomic_forces_ev_per_a": [[-1.491, -1.448, -0.557], [-1.636, 1.857, 1.748], [0.591, -1.843, -0.248], [-0.500, -0.444, -0.207], [0.282, 0.416, -0.541], [-1.982, 2.450, -0.803], [0.384, -2.106, 0.189], [2.519, -0.334, 0.325], [0.522, -0.704, 0.164], [2.151, 1.090, -0.259], [-0.540, -0.118, -0.518], [0.124, -0.551, 0.719], [-0.764, -0.196, -0.377], [2.069, 0.262, 0.707], [0.962, -0.722, -0.887], [-2.387, 0.561, -0.285], [-0.659, 0.006, 1.402], [1.418, 0.324, -0.035], [-0.926, -0.281, 0.713], [0.486, 0.512, 0.026], [-0.173, -0.789, -0.031], [-2.023, -4.636, 0.112], [1.069, 0.921, -1.171], [0.316, 0.400, -0.727], [0.549, 2.644, -0.229], [-0.719, 1.420, 1.500], [0.659, 0.046, -0.280], [0.344, -0.767, 0.985], [-1.097, 0.281, -1.061], [1.012, -0.483, 2.045], [-0.488, -0.412, -1.104], [-0.528, 0.610, -1.334], [-0.265, -0.712, -0.461], [0.447, -2.513, -1.618], [-1.831, 0.398, 0.115], [0.364, 0.204, 1.776], [0.656, 0.936, -0.592], [-0.329, -2.541, -1.052], [-0.293, 0.631, 1.665], [-0.232, 1.734, -0.054], [0.654, 1.361, -0.122], [-1.824, -0.075, -1.342], [0.492, -0.929, 0.005], [-0.542, 2.055, -0.014], [1.060, -0.844, 0.060], [-1.368, -0.408, -4.045], [0.612, 0.369, 0.904], [2.964, 0.043, 1.355], [-0.680, 0.013, 2.711], [0.847, 0.640, 0.624], [-0.253, 0.180, -0.288], [-0.237, 0.046, -0.310], [0.096, -0.131, 1.140], [-0.254, -0.092, -0.004], [-0.012, 0.195, -0.287], [0.005, -0.793, 0.175], [0.207, 0.116, -0.278], [-0.219, 0.471, -0.104], [0.736, 0.945, -0.225], [-0.428, 0.321, -0.154], [-0.296, -0.741, -0.208], [0.679, 0.303, 0.782], [0.138, 0.184, -0.021], [-0.753, -0.388, -0.449], [-0.031, -0.777, -0.273], [-0.276, 0.436, 0.055], [0.196, 0.472, -0.168], [-0.430, 0.085, 0.004], [-0.053, -0.160, 0.004], [0.495, 0.115, 0.115], [0.668, 0.792, 0.404], [-0.014, 0.119, -0.537], [-0.662, -0.401, 0.538], [1.372, 1.098, 1.082], [0.065, -0.007, -0.277], [-0.920, -0.600, -0.454], [-0.132, -0.564, -0.479], [0.130, -0.114, 0.321], [-0.027, 0.379, -0.022], [-0.501, -0.629, 0.518], [0.098, 0.318, -0.079], [0.209, 0.266, -0.495], [0.796, 0.193, 0.940], [0.099, 0.302, 0.059], [-0.767, -0.265, -0.924]],
  "mol_weight_g_mol": 1175.98,
  "homo_energy_ev": 0.66,
  "charge": -4,
  "homo_lumo_gap_ev": 4.44
}

***

(2)
{
  "formula": "C4H8NaS2",
  "method": "ωB97M-V/def2-TZVPD",
  "symbols": ["S", "S", "C", "C", "C", "C", "H", "H", "H", "H", "H", "H", "H", "H", "Na"],
  "xyz": [[1.769993, 0.475824, 0.839504], [0.032374, 1.333124, 1.511894], [1.282803, 0.200244, -0.885525], [-1.105676, -0.022466, 1.116604], [0.120324, -0.782026, -1.010656], [-1.189556, -0.291106, -0.384286], [1.043893, 1.178174, -1.345975], [2.187063, -0.195716, -1.386505], [-2.089055, 0.294084, 1.514374], [-0.790266, -0.923626, 1.676854], [0.416894, -1.738805, -0.539406], [-0.056186, -0.976966, -2.085965], [-1.970106, -1.056726, -0.557566], [-1.512496, 0.639204, -0.889925], [1.860003, 1.866783, 2.426583]],
  "atomic_forces_ev_per_a": [[-0.252, -2.584, -3.193], [-3.529, -1.211, -1.738], [0.338, 0.139, -0.837], [-0.669, -0.472, 0.405], [-0.003, -0.385, 0.055], [-0.168, 0.213, -0.278], [0.153, -0.403, 0.330], [-0.396, 0.174, 0.286], [0.478, -0.092, -0.179], [-0.056, 0.500, -0.204], [-0.131, 0.331, -0.282], [0.166, 0.083, 0.504], [0.322, 0.408, 0.134], [0.041, -0.421, 0.164], [3.707, 3.721, 4.834]],
  "mol_weight_g_mol": 143.23,
  "homo_energy_ev": -13.32,
  "charge": 1,
  "homo_lumo_gap_ev": 9.41
}

***

(3)
{
  "formula": "C5H10O",
  "method": "ωB97M-V/def2-TZVPD",
  "symbols": ["C", "C", "C", "O", "C", "C", "H", "H", "H", "H", "H", "H", "H", "H", "H", "H"],
  "xyz": [[-2.054014, -0.633401, 0.469855], [-1.670027, 0.210081, -0.713186], [-0.615468, 1.020841, -0.788871], [0.336058, 1.189970, 0.178933], [1.050132, 0.029009, 0.598068], [2.392885, -0.068937, -0.104079], [-1.600356, -0.252464, 1.391132], [-3.140961, -0.623110, 0.602635], [-1.756441, -1.683992, 0.351492], [-2.319094, 0.182905, -1.585050], [-0.461208, 1.670672, -1.649934], [0.457589, -0.870561, 0.405978], [1.182583, 0.120251, 1.681506], [2.990771, 0.827396, 0.083431], [2.948199, -0.939439, 0.263938], [2.259349, -0.179215, -1.185843]],
  "atomic_forces_ev_per_a": [[-0.039, -0.007, 0.082], [0.126, 0.076, -0.027], [-0.193, -0.084, -0.185], [-0.064, 0.071, 0.034], [0.095, -0.227, 0.113], [0.052, 0.019, -0.038], [-0.059, -0.079, -0.156], [0.151, 0.001, -0.022], [-0.050, 0.164, 0.007], [0.079, 0.045, 0.116], [-0.025, -0.126, 0.108], [0.074, 0.118, 0.026], [0.004, -0.011, -0.135], [-0.074, -0.102, -0.031], [-0.084, 0.121, -0.052], [0.008, 0.023, 0.161]],
  "mol_weight_g_mol": 86.13,
  "homo_energy_ev": -8.82,
  "smiles": "C/C=C\\OCC",
  "homo_lumo_gap_ev": 9.90
}

***

(4)
{
  "formula": "C12H36BaNO9",
  "method": "ωB97M-V/def2-TZVPD",
  "symbols": ["Ba", "N", "O", "O", "O", "C", "C", "O", "H", "H", "H", "H", "H", "H", "C", "C", "O", "H", "H", "H", "H", "H", "H", "C", "C", "O", "H", "H", "H", "H", "H", "H", "C", "C", "O", "H", "H", "H", "H", "H", "H", "C", "C", "O", "H", "H", "H", "H", "H", "H", "C", "C", "O", "H", "H", "H", "H", "H", "H"],
  "xyz": [[-0.533020, -0.286155, 0.122781], [3.095553, -1.682608, -0.819654], [3.563551, -2.785504, -1.009041], [1.884243, -1.551265, -0.415058], [3.720981, -0.623754, -1.047765], [2.608738, 2.488810, -2.241507], [2.358651, 2.479064, -0.747428], [1.850592, 1.230844, -0.260825], [1.670422, 2.420621, -2.791697], [3.253542, 1.662071, -2.539558], [3.126563, 3.408925, -2.524440], [1.611487, 3.229037, -0.471869], [3.275521, 2.717263, -0.200401], [2.507599, 0.536764, -0.517801], [-1.255380, 3.947706, -2.247899], [-1.811622, 2.619724, -1.769660], [-0.843121, 1.554285, -1.879251], [-0.267561, 4.115206, -1.818811], [-1.909261, 4.753264, -1.909919], [-1.201811, 3.987239, -3.334370], [-2.701369, 2.364184, -2.349025], [-2.042216, 2.685527, -0.706545], [-0.549506, 1.463981, -2.792908], [-1.471578, 3.970644, 2.257187], [-1.150675, 2.544974, 2.684427], [-0.170868, 1.914700, 1.841437], [-2.164766, 4.434049, 2.954265], [-1.891634, 4.000366, 1.248391], [-0.555011, 4.565995, 2.211773], [-2.046778, 1.919932, 2.638359], [-0.814580, 2.546227, 3.726685], [0.658127, 2.404420, 1.884433], [-0.974390, -4.980951, 1.667642], [-0.781929, -3.886645, 0.633834], [-1.475592, -2.677027, 1.063420], [-0.339262, -5.836465, 1.430337], [-1.997512, -5.372984, 1.664978], [-0.722218, -4.615332, 2.660446], [-1.152121, -4.186309, -0.344679], [0.288847, -3.686292, 0.582580], [-2.281641, -2.986065, 1.490910], [-3.169474, -2.782696, -2.551397], [-2.113487, -1.762327, -2.902193], [-0.914199, -1.915992, -2.092860], [-3.387534, -2.737511, -1.481454], [-2.831029, -3.783912, -2.810353], [-4.106840, -2.569910, -3.066830], [-2.473077, -0.743661, -2.740649], [-1.841594, -1.833711, -3.957182], [-0.384934, -2.623560, -2.476203], [3.006471, -0.786771, 2.785152], [1.736464, -1.621262, 2.914691], [0.567840, -0.856434, 2.561157], [2.838304, 0.198991, 3.218279], [3.262024, -0.660949, 1.731411], [3.850170, -1.274926, 3.268282], [1.630355, -2.018805, 3.930556], [1.793713, -2.502861, 2.273957], [0.167831, -0.532171, 3.371857]],
  "atomic_forces_ev_per_a": [[1.631, -0.053, -0.116], [-0.336, 0.278, -0.507], [-0.033, 0.171, 0.210], [-0.588, -0.348, 0.295], [0.047, -0.165, 0.227], [0.140, 0.046, 0.042], [-0.139, -0.128, 0.329], [-0.047, 0.052, -0.250], [0.015, 0.018, -0.069], [-0.039, -0.078, 0.077], [-0.155, 0.006, -0.018], [0.033, 0.061, -0.058], [0.038, 0.025, -0.073], [-0.035, 0.025, 0.084], [-0.086, -0.064, 0.248], [0.385, 0.194, -0.393], [-0.384, -0.045, 0.034], [0.023, 0.019, -0.059], [-0.006, 0.019, -0.101], [0.099, 0.014, -0.039], [-0.128, -0.070, 0.232], [-0.148, -0.122, 0.014], [0.031, 0.086, 0.013], [0.349, -0.234, -0.380], [-0.009, 0.362, 0.108], [-0.599, 0.130, 0.059], [-0.037, 0.054, 0.015], [-0.129, -0.057, 0.119], [-0.063, 0.016, 0.210], [0.070, -0.023, -0.051], [0.066, -0.102, -0.091], [0.083, -0.121, -0.100], [-0.264, -0.298, -0.356], [0.091, -0.301, 0.682], [0.035, -0.378, -0.292], [0.082, 0.103, 0.048], [0.008, 0.186, 0.100], [0.049, -0.022, 0.064], [0.017, 0.039, -0.076], [-0.117, 0.487, -0.250], [-0.035, 0.136, 0.036], [-0.061, 0.163, 0.288], [0.298, -0.036, -0.084], [-0.592, 0.192, -0.356], [0.069, -0.119, -0.003], [-0.096, -0.090, 0.021], [0.092, -0.061, -0.156], [0.059, -0.004, 0.129], [0.032, 0.035, 0.017], [0.185, 0.046, 0.159], [-0.383, -0.135, -0.376], [0.670, -0.335, 0.335], [-0.065, -0.242, -0.008], [0.151, 0.003, 0.130], [-0.044, 0.112, 0.064], [-0.020, -0.004, 0.128], [-0.126, 0.250, -0.033], [-0.160, 0.200, -0.222], [0.075, 0.110, -0.001]],
  "mol_weight_g_mol": 475.75,
  "homo_energy_ev": -11.48,
  "charge": 1,
  "homo_lumo_gap_ev": 8.46
}